Entry 1:
The following is a DFT calculation (wB97M-V/def2-TZVPD) of C2H3N3O in the gas phase.

Each line ends with the Löwdin charge.
Element x y z (Å)
H 0.49 -1.60 -0.92  0.075
N 0.74 -1.38 0.08  0.156
C 0.23 -0.27 0.44  -0.439
C 0.41 0.17 1.81  -0.147
N 0.58 0.53 2.89  0.172
N -0.47 0.65 -0.38  -0.020
O -0.42 0.29 -1.76  -0.049
H -0.22 1.60 -0.23  0.128
H -1.35 0.00 -1.92  0.125

Output
charge: 0
energy relative to the best compared isomer or geometry (same formula, charge and spin): 253.0 kJ/mol
E_LUMO: 0.014 Eh


Entry 2:
The following is a DFT calculation (wB97M-V/def2-TZVPD) of a molecular structure, C18H31BF11NO20S4Zr.

Each line ends with the Löwdin charge.
Element x y z (Å)
Zr -8.22 7.77 20.18  1.903
N -6.26 8.35 19.88  -0.419
S -5.14 8.22 18.75  0.501
O -4.12 7.22 18.87  -0.190
O -4.89 9.37 17.91  -0.240
F -6.25 7.50 17.80  -0.221
S -5.00 8.91 21.00  0.585
O -4.02 9.83 20.50  -0.214
O -4.60 7.92 21.93  -0.205
F -5.98 9.85 21.84  -0.195
B -9.31 8.33 18.29  -0.427
H -9.82 8.66 19.24  -0.038
H -8.29 8.81 18.22  0.001
H -9.16 7.25 18.54  -0.026
H -9.95 8.44 17.35  0.065
O -5.34 5.45 21.82  -0.271
C -6.12 4.48 21.27  -0.454
C -6.75 4.74 19.90  -0.328
O -7.73 5.72 19.85  -0.362
H -6.94 4.30 22.01  0.073
H -5.54 3.54 21.26  0.104
H -7.03 3.77 19.46  0.106
H -5.93 4.96 19.21  0.102
C -9.82 3.92 23.42  -0.034
C -9.62 4.43 22.00  -0.182
O -10.88 4.82 21.44  0.108
C -11.05 5.92 20.80  -0.327
O -10.22 6.80 20.69  -0.033
C -12.33 5.96 19.99  -0.547
F -12.91 4.76 19.96  0.197
F -13.21 6.75 20.63  0.163
F -12.17 6.46 18.79  0.222
H -10.56 3.12 23.44  0.085
H -10.16 4.79 23.98  0.084
H -8.89 3.54 23.85  0.088
H -9.12 3.69 21.37  0.135
H -8.95 5.29 21.92  0.088
C -7.21 10.31 15.55  -0.054
C -7.81 11.32 14.61  -0.198
O -9.19 11.02 14.45  0.040
C -9.99 11.81 13.77  -0.391
O -9.62 12.85 13.31  0.166
C -11.42 11.28 13.54  -0.553
F -11.77 10.44 14.54  0.140
F -12.26 12.30 13.52  0.188
F -11.54 10.57 12.42  0.183
H -7.87 10.15 16.40  0.054
H -6.28 10.77 15.87  0.085
H -7.00 9.30 15.21  0.088
H -7.22 11.38 13.69  0.136
H -7.68 12.32 15.02  0.127
C -8.15 11.29 23.73  -0.035
C -9.27 11.41 22.70  -0.170
O -8.79 12.02 21.50  0.099
C -8.46 11.28 20.48  -0.333
O -8.45 10.07 20.48  -0.029
C -8.11 12.04 19.20  -0.523
F -8.08 13.35 19.44  0.199
F -6.95 11.63 18.71  0.204
F -9.05 11.75 18.28  0.174
H -8.46 10.74 24.62  0.092
H -7.82 12.28 24.06  0.089
H -7.32 10.76 23.27  0.056
H -9.90 12.19 23.13  0.137
H -9.85 10.51 22.59  0.107
C -7.66 4.17 15.13  -0.151
C -7.06 5.28 16.03  -0.169
O -8.03 6.30 16.05  -0.219
S -9.50 5.82 15.56  0.656
O -10.14 6.87 14.83  -0.215
O -10.23 5.16 16.61  -0.231
O -8.84 4.72 14.55  -0.195
H -7.94 3.29 15.71  0.126
H -6.95 3.90 14.36  0.130
H -6.14 5.68 15.62  0.136
H -6.91 4.79 17.00  0.114
C -13.20 10.17 18.24  -0.145
C -11.94 10.99 18.26  -0.156
O -11.64 11.17 19.65  -0.187
S -12.28 10.03 20.57  0.667
O -13.29 10.55 21.47  -0.215
O -11.24 9.24 21.16  -0.262
O -13.02 9.23 19.33  -0.194
H -13.32 9.57 17.34  0.143
H -14.14 10.71 18.33  0.138
H -12.12 11.98 17.83  0.145
H -11.12 10.53 17.71  0.108

Output
charge: 0
energy relative to the best compared isomer or geometry (same formula, charge and spin): 651.8 kJ/mol
E_LUMO: -0.073 Eh


Entry 3:
The following is a DFT calculation (wB97M-V/def2-TZVPD) of 10 unconnected molecules or ions with the total composition ClH18O9.

Each line ends with the Löwdin charge.
Element x y z (Å)
Cl -9.19 21.69 -10.98  0.129
O -7.54 23.69 -8.56  -0.088
H -7.90 23.12 -9.26  -0.058
H -7.00 24.32 -9.04  0.019
O -11.64 21.67 -8.90  -0.111
H -12.38 21.44 -9.47  0.014
H -10.91 21.87 -9.52  -0.096
O -11.28 24.38 -10.94  -0.088
H -11.96 23.75 -10.68  0.012
H -10.48 23.84 -11.06  -0.052
O -9.80 18.27 -11.04  -0.076
H -10.16 19.10 -11.39  -0.034
H -9.68 18.44 -10.11  0.015
O -7.15 19.46 -9.47  -0.083
H -7.99 19.66 -9.05  0.011
H -7.04 20.18 -10.10  -0.017
O -11.96 20.31 -12.03  -0.090
H -12.50 20.89 -12.58  0.031
H -11.15 20.83 -11.86  -0.080
O -9.94 23.33 -14.15  -0.075
H -10.89 23.18 -14.20  0.024
H -9.72 23.20 -13.22  -0.031
O -6.18 23.22 -11.36  -0.087
H -6.90 22.57 -11.30  -0.064
H -6.32 23.65 -12.20  0.036
O -7.52 20.32 -13.47  -0.100
H -8.02 20.61 -12.69  -0.088
H -6.93 19.64 -13.14  0.027

Output
charge: -1
energy relative to the best compared isomer or geometry (same formula, charge and spin): 30.8 kJ/mol
E_LUMO: 0.103 Eh


Entry 4:
The following is a DFT calculation (wB97M-V/def2-TZVPD) of a gas-phase ion, C17H25N2S (charge +1).

Each line ends with the Löwdin charge.
Element x y z (Å)
C -1.94 4.06 1.81  -0.209
C -0.77 3.40 2.53  -0.117
N -0.81 1.94 2.31  -0.052
C -0.04 1.03 3.19  -0.061
C -0.34 -0.35 2.60  -0.123
N -0.97 -0.13 1.28  -0.035
C -1.17 1.32 1.19  -0.474
S -2.10 1.95 -0.05  1.128
C -1.91 3.71 0.33  -0.408
H -2.91 3.80 2.28  0.136
H -1.80 5.14 1.90  0.136
H 0.16 3.78 2.11  0.145
H -0.81 3.59 3.61  0.145
H 1.06 1.23 3.13  0.148
H -0.38 1.10 4.25  0.153
H 0.51 -1.04 2.56  0.104
H -1.13 -0.83 3.19  0.143
H -2.74 4.19 -0.19  0.095
H -0.95 4.01 -0.11  0.098
C -0.80 -2.51 1.00  -0.066
C -0.83 -1.29 0.21  -0.318
C 0.26 -1.24 -0.92  -0.088
C -0.13 -1.22 -2.28  -0.209
C -1.58 -1.17 -2.73  -0.056
C 0.83 -1.31 -3.29  -0.016
C 2.18 -1.52 -3.02  -0.259
C 3.18 -1.56 -4.15  -0.045
C 2.54 -1.70 -1.69  -0.002
C 1.61 -1.59 -0.65  -0.209
C 2.11 -1.93 0.72  -0.055
H -1.70 -2.76 1.59  0.045
H -0.16 -3.32 0.62  0.058
H -1.98 -0.32 1.61  0.197
H -1.83 -1.12 -0.35  0.124
H -1.60 -1.12 -3.83  0.079
H -2.20 -2.05 -2.46  0.100
H -2.08 -0.26 -2.37  0.055
H 0.53 -1.22 -4.33  0.122
H 4.19 -1.69 -3.76  0.076
H 2.96 -2.39 -4.83  0.088
H 3.17 -0.64 -4.75  0.087
H 3.60 -1.93 -1.48  0.121
H 3.20 -1.94 0.69  0.083
H 1.78 -1.17 1.44  0.050
H 1.80 -2.91 1.10  0.087

Output
charge: +1
energy relative to the best compared isomer or geometry (same formula, charge and spin): 531.2 kJ/mol
E_LUMO: -0.164 Eh


Entry 5:
The following is a DFT calculation (wB97M-V/def2-TZVPD) of a molecular structure, C30H58Cl22I2O3S.

Each line ends with the Löwdin charge.
Element x y z (Å)
C -0.39 -2.08 0.37  -0.162
C 0.70 -1.34 -0.44  -0.704
I -0.28 0.04 -1.82  0.828
C 1.85 -0.62 0.37  -0.587
I 2.13 1.43 -0.37  0.885
C 1.66 -0.52 1.86  -0.440
C 2.17 -1.74 2.69  -0.118
C 1.69 -1.23 4.10  -0.114
C 2.08 0.26 3.91  -0.355
C 1.41 1.32 4.80  -0.188
S -0.03 2.12 4.11  0.642
O -0.28 1.72 2.75  -0.332
O 0.14 3.56 4.17  -0.556
O 2.30 0.56 2.54  -0.179
H -0.32 -3.16 0.20  0.078
H -0.41 -1.90 1.44  0.059
H -1.37 -1.79 -0.01  0.029
H 1.18 -2.05 -1.10  0.059
H 2.81 -1.09 0.16  0.080
H 0.63 -0.43 2.23  0.113
H 3.23 -1.95 2.64  0.076
H 1.57 -2.57 2.30  0.113
H 2.25 -1.77 4.86  0.069
H 0.63 -1.48 4.19  0.118
H 3.12 0.27 4.30  0.139
H 2.08 2.11 5.14  0.100
H 1.07 0.80 5.71  0.108
H -1.10 1.71 4.85  0.069
Cl -0.01 2.80 -1.73  0.216
C -0.32 4.15 -2.87  -0.658
C -0.24 5.50 -2.20  -0.647
Cl -1.59 5.76 -1.06  0.563
H -1.29 3.99 -3.33  0.009
H 0.44 4.08 -3.65  0.066
H -0.30 6.29 -2.95  0.066
H 0.69 5.62 -1.65  0.069
Cl -3.56 2.22 -5.45  0.544
C -3.92 3.74 -6.32  -0.651
C -2.69 4.34 -6.95  -0.691
Cl -1.55 4.95 -5.72  0.604
H -4.39 4.42 -5.61  0.071
H -4.64 3.50 -7.10  0.058
H -2.97 5.19 -7.57  0.023
H -2.16 3.63 -7.56  0.029
Cl 3.96 -5.54 4.81  0.555
C 5.36 -4.85 3.95  -0.652
C 5.97 -3.70 4.70  -0.640
Cl 4.90 -2.28 4.73  0.618
H 5.03 -4.55 2.96  0.069
H 6.09 -5.65 3.85  0.075
H 6.90 -3.39 4.21  0.076
H 6.20 -3.96 5.73  0.069
Cl -0.77 4.83 -9.60  0.587
C -1.09 6.19 -10.72  -0.659
C -1.01 7.52 -10.03  -0.644
Cl -2.35 7.76 -8.88  0.561
H -2.06 6.02 -11.17  -0.033
H -0.33 6.13 -11.51  0.078
H -1.09 8.32 -10.77  0.074
H -0.08 7.64 -9.49  0.070
Cl 4.83 2.79 2.05  0.534
C 5.79 3.75 0.91  -0.668
C 6.67 2.89 0.04  -0.665
Cl 7.99 2.12 0.97  0.526
H 6.37 4.47 1.48  0.066
H 5.08 4.30 0.28  0.071
H 7.14 3.50 -0.73  0.071
H 6.10 2.10 -0.44  0.060
Cl -0.07 3.80 6.34  0.725
C -0.25 4.52 8.00  -0.590
C -1.70 4.63 8.42  -0.666
Cl -2.60 5.83 7.46  0.533
H 0.23 5.50 7.98  0.067
H 0.28 3.88 8.70  0.069
H -1.76 4.95 9.46  0.068
H -2.21 3.67 8.33  0.064
Cl -5.76 4.60 -10.14  0.547
C -5.46 3.86 -11.74  -0.656
C -4.08 4.18 -12.26  -0.637
Cl -3.90 5.91 -12.68  0.581
H -6.23 4.21 -12.42  0.069
H -5.56 2.79 -11.62  0.074
H -3.88 3.61 -13.17  0.076
H -3.31 3.93 -11.53  0.058
Cl 2.17 -9.85 2.93  0.517
C 1.92 -9.03 4.49  -0.657
C 0.46 -8.88 4.82  -0.688
Cl -0.37 -7.72 3.73  0.537
H 2.42 -8.06 4.45  0.024
H 2.41 -9.63 5.25  0.076
H 0.34 -8.49 5.83  0.063
H -0.07 -9.82 4.75  0.032
Cl -4.98 8.48 -3.21  0.528
C -4.09 8.58 -1.66  -0.680
C -4.16 9.95 -1.06  -0.666
Cl -3.24 11.15 -2.00  0.530
H -3.07 8.27 -1.84  0.033
H -4.56 7.86 -0.99  0.072
H -3.72 9.93 -0.06  0.072
H -5.18 10.31 -0.98  0.066
Cl 0.79 -13.19 2.70  0.529
C 1.27 -13.89 1.13  -0.664
C 2.70 -13.60 0.78  -0.656
Cl 2.99 -11.88 0.41  0.524
H 0.59 -13.51 0.37  0.068
H 1.13 -14.97 1.22  0.071
H 2.98 -14.16 -0.11  0.070
H 3.38 -13.88 1.59  0.069
Cl -5.67 -9.25 7.24  0.535
C -4.68 -8.32 6.09  -0.666
C -3.74 -9.20 5.31  -0.649
Cl -2.45 -9.89 6.33  0.568
H -4.14 -7.57 6.66  0.068
H -5.36 -7.82 5.41  0.073
H -3.25 -8.61 4.53  0.051
H -4.27 -10.02 4.83  0.070

Output
charge: 0
E_LUMO: 0.012 Eh


Entry 6:
The following is a DFT calculation (wB97M-V/def2-TZVPD) of C5H13NO3S in the gas phase.

Each line ends with the Löwdin charge.
Element x y z (Å)
N 0.53 1.86 -0.09  -0.028
C 1.68 1.01 -0.39  -0.233
C 1.78 -0.24 0.57  -0.174
C 1.14 -1.49 -0.07  -0.208
C -0.32 -1.31 -0.50  -0.215
C -1.21 -0.73 0.65  -0.221
S -2.73 0.09 0.02  0.653
O -3.38 0.71 1.20  -0.335
O -3.47 -0.72 -0.92  -0.292
O -1.96 1.19 -0.94  -0.248
H 0.41 2.03 0.96  0.131
H 0.65 2.79 -0.48  0.099
H 2.58 1.59 -0.31  0.099
H 1.52 0.67 -1.39  0.105
H 1.39 0.04 1.52  0.084
H 2.87 -0.49 0.60  0.119
H 1.70 -1.80 -0.96  0.114
H 1.24 -2.34 0.61  0.112
H -0.39 -0.61 -1.34  0.103
H -0.74 -2.22 -0.83  0.097
H -1.64 -1.50 1.37  0.123
H -0.59 0.02 1.26  0.094
H -1.06 1.44 -0.55  0.021

Output
charge: 0
energy relative to the best compared isomer or geometry (same formula, charge and spin): 0.0 kJ/mol
E_LUMO: 0.019 Eh


Entry 7:
The following is a DFT calculation (wB97M-V/def2-TZVPD) of a molecular structure, C8H14N2PSSn.

Each line ends with the Löwdin charge.
Element x y z (Å)
C 0.93 -0.72 -2.70  -0.310
C -0.14 -0.05 -3.76  -0.275
C -1.22 -1.03 -3.59  -0.407
C -0.77 -2.19 -2.82  -0.243
C 0.22 -1.72 -1.79  -0.439
Sn -0.88 0.30 -1.60  0.582
P -0.62 2.61 -0.58  0.410
H 1.92 -0.37 -2.61  0.018
H 0.07 0.99 -4.34  0.125
H -1.75 -1.19 -4.52  0.075
H 0.44 -2.26 -0.77  0.088
H -0.96 -3.32 -2.86  0.092
H -1.75 2.77 0.34  -0.185
H -0.58 3.61 -1.63  -0.149
H 0.63 2.67 0.16  -0.164
S 1.58 -0.08 0.06  0.537
C 0.83 -0.10 1.53  -0.881
N 1.43 0.54 2.55  -0.014
C 0.67 0.47 3.74  -0.236
C -0.51 -0.42 3.34  -0.230
N -0.37 -0.55 1.94  0.026
H 2.22 1.16 2.42  0.101
H 0.33 1.43 4.13  0.087
H 1.25 0.00 4.53  0.096
H -1.48 -0.06 3.63  0.086
H -0.48 -1.41 3.78  0.099
H -1.02 -1.08 1.40  0.112

Output
charge: -1
E_LUMO (spin up / spin down): 0.113 / 0.117 Eh


One value per record, in order, for total energy: -317.4360 -5026.9899 -1148.2853 -1170.0624 -12521.2487 -876.9536 -1376.2121 a.u..